DFT (wB97M-V/def2-TZVPD) results for 4 unconnected molecules or ions with the total composition C18H22FNO9 in a non-equilibrium geometry.

Computed properties:
SMILES: NC1=C(O)C(=O)C(F)=CC1=O.O=C1CCCO1.O=C1CCCO1.O=C1CCCO1
highest occupied orbital energy: -8.418 eV
maximum force: 1.7 eV/A
gap between HOMO and LUMO: 8.4 eV

ORCA input file:
```
! RIJCOSX wB97M-V def2-TZVPD def2/J DEFGRID3
* xyz 0 1
F 3.462 1.903 -0.094
O -3.387 -0.396 0.655
O 0.600 -3.955 4.262
O -0.411 4.090 -4.080
O -0.810 3.623 0.392
O 2.379 2.047 -2.768
O -1.918 -1.938 -0.070
O -0.889 -2.419 5.007
O 0.220 5.892 -5.279
O -0.138 0.430 -2.922
N -1.978 1.273 -0.914
C 0.888 -5.190 6.242
C 0.250 1.312 -1.916
C 1.083 -5.224 4.740
C -0.642 1.706 -0.988
C -2.865 -2.310 2.052
C 0.342 4.607 -4.856
C 1.671 1.853 -1.829
C -0.127 2.715 0.051
C 2.165 2.102 -0.375
C 1.209 6.166 -6.284
C 1.515 3.944 -5.538
C -2.776 -1.414 0.839
C -0.267 -3.430 5.174
C -1.622 -3.172 1.902
C -1.432 -3.208 0.398
C -0.355 -4.329 6.387
C 2.301 5.137 -6.060
C 1.302 2.496 0.549
H -2.014 -4.001 -0.077
H 1.595 2.653 1.595
H 1.737 -4.691 6.715
H 2.989 5.488 -5.288
H 2.883 4.924 -6.956
H -1.270 -4.920 6.323
H 1.574 7.186 -6.167
H 0.502 -6.018 4.263
H -1.719 -4.162 2.347
H -0.774 -2.674 2.374
H 2.095 3.356 -4.830
H -0.339 -3.746 7.305
H 0.792 -6.180 6.686
H -2.127 1.006 0.059
H -0.644 0.992 -3.537
H -2.846 -1.728 2.971
H -2.050 0.383 -1.414
H 0.741 6.069 -7.268
H -3.783 -2.899 1.990
H 2.130 -5.339 4.465
H 1.143 3.314 -6.348
H -0.386 -3.325 0.118
*
```

Want to see where the charge sits? The Mulliken charges in e are:
1 F -0.28
2 O -0.66
3 O -0.32
4 O -0.56
5 O -0.50
6 O -0.57
7 O -0.36
8 O -0.57
9 O -0.37
10 O -0.60
11 N -0.59
12 C -0.48
13 C 0.64
14 C -0.43
15 C 0.38
16 C -0.55
17 C 0.50
18 C 0.15
19 C 0.14
20 C 0.50
21 C -0.43
22 C -0.11
23 C 0.62
24 C 0.57
25 C -0.14
26 C -0.54
27 C -0.47
28 C -0.60
29 C -0.68
30 H 0.27
31 H 0.41
32 H 0.27
33 H 0.28
34 H 0.34
35 H 0.26
36 H 0.33
37 H 0.26
38 H 0.32
39 H 0.10
40 H 0.09
41 H 0.31
42 H 0.32
43 H 0.30
44 H 0.38
45 H 0.27
46 H 0.36
47 H 0.25
48 H 0.31
49 H 0.30
50 H 0.27
51 H 0.32

---

DFT (wB97M-V/def2-TZVPD) results for a molecular structure, C4H11N3O in a non-equilibrium geometry.

Computed properties:
highest occupied orbital energy: -8.403 eV
relative energy (zero: lowest compared OMol25 entry of this formula, charge and spin): 492.98 kJ/mol
maximum force: 2.7 eV/A
gap between HOMO and LUMO: 9.0 eV

ORCA input file:
```
! RIJCOSX wB97M-V def2-TZVPD def2/J DEFGRID3
* xyz 0 1
O 0.184 -0.903 -1.730
N 0.158 0.488 0.948
N -2.385 0.772 1.476
N -1.700 -0.953 0.039
C 1.145 -1.860 -1.431
C 0.707 1.835 1.004
C 0.624 1.372 -0.387
C -1.602 -0.022 0.921
H -0.775 -0.978 -0.943
H -0.234 1.651 -0.986
H 0.765 -2.883 -1.562
H 2.039 -1.769 -2.066
H 1.506 -1.838 -0.381
H -1.998 1.489 2.068
H -0.014 2.566 1.360
H 1.494 1.030 -0.920
H 1.686 1.937 1.458
H -2.416 -1.652 0.122
H 0.815 -0.283 1.010
*
```

Want to see where the charge sits? The Mulliken charges in e are:
1 O -0.65
2 N -0.24
3 N -0.62
4 N -0.45
5 C -0.62
6 C -0.25
7 C -0.32
8 C 0.54
9 H 0.30
10 H 0.22
11 H 0.28
12 H 0.23
13 H 0.17
14 H 0.23
15 H 0.22
16 H 0.24
17 H 0.27
18 H 0.19
19 H 0.25